{
  "formula": "C18H18Cl5MnN3PS",
  "method": "the ωB97M-V functional and the def2-TZVPD basis",
  "elements": ["Mn", "Cl", "C", "C", "C", "Cl", "C", "Cl", "C", "Cl", "C", "Cl", "C", "N", "C", "C", "N", "C", "S", "C", "C", "C", "C", "C", "N", "H", "H", "H", "H", "H", "H", "H", "H", "H", "C", "P", "C", "C", "H", "H", "H", "H", "H", "H", "H", "H", "H"],
  "coordinates": [[0.743, 0.339, -0.599], [2.950, 1.015, -1.418], [2.112, 2.524, -1.107], [0.807, 2.307, -0.688], [0.017, 3.441, -0.506], [-1.644, 3.294, -0.098], [0.559, 4.720, -0.677], [-0.409, 6.101, -0.405], [1.895, 4.879, -1.074], [2.549, 6.433, -1.285], [2.695, 3.753, -1.312], [4.312, 3.892, -1.839], [-4.258, 0.008, -1.464], [-3.343, -1.097, -1.204], [-3.708, -2.358, -0.777], [-2.583, -3.075, -0.616], [-1.518, -2.245, -0.955], [-2.009, -1.020, -1.304], [-1.186, 0.355, -1.885], [-0.170, -2.659, -0.950], [0.122, -3.982, -1.247], [1.434, -4.416, -1.171], [2.416, -3.511, -0.797], [2.044, -2.211, -0.540], [0.773, -1.766, -0.622], [-5.273, -0.378, -1.485], [-4.025, 0.471, -2.420], [-4.170, 0.758, -0.680], [-4.736, -2.637, -0.624], [-2.457, -4.083, -0.264], [-0.666, -4.654, -1.554], [1.683, -5.442, -1.403], [3.454, -3.801, -0.713], [2.792, -1.486, -0.240], [-0.225, 1.857, 2.581], [0.650, 0.483, 1.778], [-0.067, -0.989, 2.586], [2.317, 0.626, 2.503], [-0.159, 1.731, 3.661], [-1.269, 1.882, 2.281], [0.246, 2.798, 2.299], [-0.006, -0.876, 3.668], [0.468, -1.892, 2.292], [-1.115, -1.086, 2.298], [2.225, 0.659, 3.589], [2.778, 1.553, 2.159], [2.955, -0.212, 2.225]],
  "forces_ev_per_a": [[-1.07, -0.24, -0.25], [0.77, -0.19, -0.23], [-0.58, -0.08, 0.19], [0.34, 0.78, -0.08], [0.05, -0.25, 0.00], [-0.15, -0.05, 0.08], [0.04, 0.00, -0.04], [0.03, -0.03, -0.03], [-0.03, -0.11, 0.03], [0.03, 0.03, -0.01], [0.10, 0.20, -0.06], [-0.02, -0.06, 0.01], [-0.12, 0.26, -0.05], [0.24, -0.02, 0.07], [0.00, -0.13, 0.00], [-0.24, -0.12, 0.03], [-0.09, 0.27, 0.15], [0.04, -0.23, -0.15], [-0.08, 0.20, -0.35], [0.10, 0.02, -0.05], [0.02, -0.01, 0.00], [-0.07, 0.08, 0.01], [0.05, 0.02, 0.03], [0.08, -0.17, 0.00], [0.28, -0.14, 0.02], [0.01, -0.05, 0.00], [-0.01, -0.07, -0.02], [0.02, -0.04, 0.01], [0.01, 0.03, 0.01], [0.07, 0.03, -0.01], [0.00, 0.01, -0.01], [-0.01, 0.00, -0.01], [-0.01, 0.00, 0.01], [-0.02, 0.02, -0.04], [0.03, -0.04, -0.24], [0.24, 0.11, 1.35], [0.02, 0.04, -0.31], [-0.09, -0.02, -0.21], [0.04, -0.04, 0.01], [-0.03, 0.01, 0.02], [-0.04, 0.02, 0.01], [0.00, 0.02, 0.01], [0.00, 0.00, 0.01], [0.00, -0.04, 0.03], [0.03, -0.01, 0.02], [0.03, -0.01, 0.01], [-0.01, 0.00, 0.00]],
  "e_homo_ev": [-14.3, -14.5],
  "s_squared": 6.143,
  "total_charge": 2,
  "multiplicity": 5,
  "homo_lumo_gap_ev": [6.972, 7.537]
}

---

{
  "formula": "C18H18ClFN2O2",
  "method": "the ωB97M-V functional and the def2-TZVPD basis",
  "elements": ["O", "C", "N", "C", "H", "C", "N", "C", "C", "C", "C", "C", "C", "H", "H", "F", "H", "H", "C", "H", "C", "H", "H", "H", "H", "H", "H", "C", "O", "C", "C", "C", "C", "C", "C", "Cl", "H", "H", "H", "H", "H", "H"],
  "coordinates": [[-1.106, -1.359, -1.650], [-0.926, -0.582, -0.788], [0.084, 0.254, -0.793], [0.701, 1.024, 0.149], [0.327, 1.940, -0.152], [2.386, 0.914, 0.103], [2.912, -0.321, -0.435], [2.374, -1.578, 0.496], [1.705, -2.704, 0.078], [1.524, -3.668, 0.836], [2.094, -3.668, 2.373], [2.766, -2.696, 2.728], [2.900, -1.558, 1.590], [3.539, -0.592, 2.215], [3.102, -2.655, 3.602], [2.022, -4.671, 2.977], [1.032, -4.495, 0.392], [1.388, -2.612, -0.974], [2.295, -0.397, -1.667], [2.629, -1.392, -2.041], [0.995, 0.043, -2.070], [1.276, 1.200, -2.320], [0.527, -0.428, -2.685], [3.347, 0.253, -2.195], [2.486, 0.918, 1.338], [2.658, 1.740, -0.464], [0.401, 0.665, 0.973], [-1.701, -0.639, 0.696], [-1.776, 0.658, 1.017], [-2.638, 1.546, 0.231], [-3.349, 1.115, -0.823], [-4.110, 1.962, -1.637], [-4.209, 3.396, -1.078], [-3.557, 3.673, -0.051], [-2.784, 2.755, 0.693], [-2.058, 3.277, 2.422], [-3.815, 4.606, 0.465], [-4.604, 4.273, -1.611], [-4.504, 1.795, -2.489], [-3.056, 0.140, -1.189], [-2.477, -1.064, 0.296], [-0.801, -1.069, 1.444]],
  "forces_ev_per_a": [[-1.86, -2.89, -3.15], [0.78, 0.01, 5.43], [2.28, -2.56, -5.93], [4.58, 1.24, -4.27], [0.15, 3.04, 0.83], [-3.49, -1.28, 5.51], [-3.18, -1.80, 4.57], [0.03, 4.53, -7.34], [-0.14, 5.01, -6.28], [-0.19, -5.64, 6.95], [-3.58, 2.78, -11.94], [0.50, 8.13, -8.18], [5.87, 1.25, 15.34], [-1.85, -2.81, -2.75], [3.39, 0.98, 7.05], [-1.68, -10.01, 5.89], [-0.46, -1.15, 0.44], [-0.29, -0.87, 0.49], [7.79, -1.92, -4.78], [-0.88, 0.35, -0.25], [3.28, 11.12, 8.87], [-1.58, -2.51, -0.32], [-5.13, -5.33, -7.48], [-3.52, -1.21, 0.02], [0.79, 0.71, -3.53], [1.33, 1.54, -0.57], [-1.83, -1.50, 6.68], [8.79, 1.13, -1.16], [-2.90, 4.20, 0.59], [2.95, -3.80, 3.69], [-1.24, -0.66, -4.42], [3.29, 4.66, 8.34], [-2.82, -4.39, -8.36], [3.14, 2.42, 8.53], [0.31, 4.09, 3.06], [-1.13, -0.79, -3.03], [0.79, 0.05, -0.31], [-0.61, -1.01, -0.10], [-2.71, -1.82, -5.69], [-0.66, -0.23, -0.21], [-5.08, -3.31, -0.34], [-3.21, 0.27, -1.90]],
  "e_homo_ev": -8.4,
  "e_above_lowest_kj_mol": 158.4,
  "multiplicity": 1,
  "homo_lumo_gap_ev": 8.979
}

---

{
  "formula": "C18H18ClIN2O2",
  "method": "the ωB97M-V functional and the def2-TZVPD basis",
  "elements": ["C", "C", "C", "C", "N", "N", "C", "O", "C", "C", "C", "C", "I", "C", "C", "C", "O", "C", "C", "C", "C", "C", "C", "Cl", "H", "H", "H", "H", "H", "H", "H", "H", "H", "H", "H", "H", "H", "H", "H", "H", "H", "H"],
  "coordinates": [[-1.719, -0.636, 3.215], [-1.169, -1.236, 1.881], [-1.028, -2.733, 2.225], [-2.178, -1.099, 0.773], [0.050, -0.581, 1.408], [0.579, 0.459, 2.349], [1.048, 1.732, 1.885], [1.502, 2.358, 2.863], [0.662, 2.444, 0.586], [1.378, 3.579, 0.014], [1.037, 4.215, -1.174], [-0.089, 3.765, -1.914], [-0.767, 4.890, -3.776], [-0.872, 2.679, -1.372], [-0.569, 2.176, -0.103], [0.736, -1.041, 0.298], [0.328, -1.863, -0.476], [1.973, -0.239, -0.158], [2.106, 0.426, -1.347], [3.299, 0.980, -1.779], [4.410, 0.941, -0.938], [4.264, 0.356, 0.362], [3.049, -0.286, 0.689], [2.974, -1.314, 2.090], [-2.611, -1.189, 3.475], [-0.907, -0.801, 4.017], [-1.956, 0.444, 3.247], [0.040, -3.062, 2.322], [-1.341, -3.329, 1.374], [-1.544, -3.049, 3.144], [-1.945, -1.452, -0.240], [-2.546, -0.064, 0.740], [-3.064, -1.680, 1.078], [1.202, 0.181, 3.117], [2.307, 3.888, 0.522], [1.619, 5.069, -1.626], [-1.907, 2.388, -1.676], [-1.231, 1.459, 0.249], [1.366, 0.454, -2.172], [3.326, 1.257, -2.829], [5.358, 1.437, -1.230], [5.057, 0.304, 1.113]],
  "forces_ev_per_a": [[1.83, 0.61, 0.53], [-0.87, -0.50, 0.73], [1.92, -0.99, -0.50], [-2.26, 0.25, -0.02], [1.73, 1.44, 2.16], [-0.23, -0.37, -3.72], [-1.16, 1.31, 3.37], [0.36, -0.43, -2.56], [-1.02, 1.41, -1.90], [0.69, -1.79, 1.62], [-0.85, 0.27, -1.65], [-0.85, -0.64, 0.43], [0.76, -1.27, 1.91], [-0.51, 2.04, 0.29], [2.90, 0.34, -0.47], [0.61, 2.44, -0.94], [-0.70, -1.27, 0.09], [-0.99, -0.74, 1.75], [-0.55, 0.06, -2.42], [0.42, -0.74, 0.47], [0.16, 0.32, 1.45], [-0.35, -0.09, -0.84], [1.93, 0.58, -0.35], [0.50, 0.02, 0.17], [-0.12, -0.14, 0.09], [-1.43, 0.14, -1.02], [0.19, -0.46, -0.42], [-0.68, 0.57, 0.23], [-0.38, -0.16, 0.03], [0.03, 0.28, -0.47], [0.50, 0.17, 0.56], [0.17, -0.13, -0.22], [0.14, 0.13, -0.11], [-0.46, -0.40, -0.56], [-0.58, -0.09, -0.24], [-0.52, -1.09, 0.96], [1.26, 0.45, -0.56], [-0.98, -1.21, 0.84], [-0.22, -0.31, 1.23], [0.32, 0.47, 0.33], [-0.67, -0.59, 0.29], [-0.06, 0.14, -0.55]],
  "e_homo_ev": -9.2,
  "e_above_lowest_kj_mol": 173.6,
  "smiles": "CC(C)(C)N(NC(=O)c1ccc(I)cc1)C(=O)c1ccccc1Cl",
  "multiplicity": 1,
  "homo_lumo_gap_ev": 8.924
}

---

Summary of strongest force on any atom in eV Å⁻¹
1.377; 16.475; 3.803
(order as listed above)
Summary of E in eV
-137471.79258; -41257.96518; -46653.94557
(order as listed above)